[1]
# C33H48GeN7O2SeTi

C33H48GeN7O2SeTi as an isolated structure (ωB97M-V with the def2-TZVPD basis set, the Open Molecules 2025 dataset).

Calculated values
Lowest unoccupied orbital energy, eV: -10.692
Relative energy (zero: lowest compared OMol25 entry of this formula, charge and spin), eV: 0.450
Spin multiplicity: 1
Charge: +3

Atoms and positions in Å:
Ti1 -0.3483 -0.0480 -0.0851
O1 4.2030 2.0487 2.2332
C1 3.5073 3.0593 1.7099
C2 4.0412 4.3413 1.8649
C3 3.3789 5.4301 1.3548
C4 2.1579 5.2967 0.6638
C5 1.6227 4.0529 0.5073
C6 2.2769 2.9058 1.0297
C7 1.6707 1.6327 0.8709
O2 0.4503 1.5504 0.2679
N1 2.1964 0.5096 1.2835
N2 1.3172 -0.5125 1.0391
C8 1.5643 -1.6952 1.4502
C9 0.5350 -2.6890 1.1774
C10 0.6172 -3.9821 1.6420
C11 -0.4578 -4.8381 1.4176
C12 -1.5688 -4.3508 0.7531
C13 -1.5706 -3.0397 0.3065
N3 -0.5336 -2.2101 0.4917
H1 3.7370 1.2084 2.0909
H2 4.9785 4.4416 2.3953
H3 3.8084 6.4150 1.4875
H4 1.6603 6.1688 0.2646
H5 0.6938 3.9169 -0.0295
H6 2.4699 -1.9213 2.0040
H7 1.4976 -4.3089 2.1797
H8 -0.4287 -5.8604 1.7717
H9 -2.4371 -4.9703 0.5748
H10 -2.4314 -2.6411 -0.2135
C14 -2.5947 2.3506 -1.6101
C15 -2.9114 2.8937 -0.2202
C16 -2.5592 4.3728 -0.1044
C17 -2.3108 2.0159 0.8535
C18 -1.6450 2.5510 1.9704
C19 -1.1289 1.7347 2.9463
C20 -1.3193 0.3290 2.9310
C21 -0.8372 -0.5127 4.0715
C22 -2.0630 -0.1986 1.8896
C23 -2.4839 0.6133 0.8066
H11 -2.8843 3.0744 -2.3733
H12 -3.1361 1.4282 -1.8231
H13 -1.5158 2.1866 -1.7434
H14 -3.9954 2.7973 -0.0770
H15 -1.4913 4.5486 -0.2572
H16 -2.8481 4.7970 0.8561
H17 -3.0966 4.9313 -0.8695
H18 -1.5109 3.6197 2.0521
H19 -0.5934 2.1785 3.7787
H20 -1.4203 -0.2959 4.9694
H21 0.2041 -0.2911 4.3138
H22 -0.9392 -1.5769 3.8606
H23 -2.3964 -1.2242 1.9455
H24 -3.1811 0.2056 0.0807
C24 2.1551 -0.1612 -5.8698
C25 2.2760 1.3196 -5.5221
C26 0.9303 2.0334 -5.5997
C27 2.9479 1.5486 -4.1660
N4 2.4135 0.6504 -3.1042
C28 2.8701 -0.5338 -2.6758
N5 2.0675 -0.9902 -1.7410
N6 1.1213 -0.0446 -1.6394
N7 1.3148 0.9485 -2.4404
H25 1.8357 -0.2811 -6.9037
H26 1.4047 -0.6564 -5.2417
H27 3.1012 -0.6979 -5.7663
H28 2.9573 1.7737 -6.2455
H29 0.2388 1.6470 -4.8449
H30 0.4709 1.8865 -6.5774
H31 1.0360 3.1071 -5.4418
H32 2.7849 2.5591 -3.7974
H33 4.0194 1.3602 -4.1985
H34 3.7632 -1.0139 -3.0415
C29 -3.1747 0.5087 -6.5729
Ge1 -3.4185 -0.4461 -4.9191
C30 -4.8614 0.2195 -3.8116
C31 -3.5034 -2.3675 -5.1270
C32 -1.7529 -0.0364 -3.8655
Se1 -1.6888 -1.0494 -2.2049
C33 -0.5702 -2.5073 -2.8475
H35 -4.0605 0.3941 -7.1983
H36 -2.3197 0.1115 -7.1198
H37 -3.0230 1.5726 -6.3903
H38 -5.8253 -0.0683 -4.2311
H39 -4.8362 1.3083 -3.7491
H40 -4.8036 -0.2036 -2.8059
H41 -4.3938 -2.6211 -5.7041
H42 -3.5896 -2.8742 -4.1638
H43 -2.6387 -2.7507 -5.6701
H44 -1.7369 1.0209 -3.6145
H45 -0.8316 -0.2820 -4.3943
H46 -1.2205 -3.1728 -3.4094
H47 -0.1125 -3.0303 -2.0137
H48 0.1984 -2.0898 -3.4928

---

[2]
# C8H17N3

A 2-piece molecular cluster, C8H17N3 overall at a distorted geometry (ωB97M-V with the def2-TZVPD basis set, the Open Molecules 2025 dataset).

Calculated values
Lowest unoccupied orbital energy, eV: 0.815
Relative energy (zero: lowest compared OMol25 entry of this formula, charge and spin), eV: 2.078
Spin multiplicity: 1
SMILES: N[C@@H]1C[C@@H]1N.C=CCN1CC1

Atoms and positions in Å:
N1 -2.5930 -1.4317 -0.8949
C1 -3.4164 -0.7861 0.1032
C2 -3.9224 0.5575 -0.3477
C3 -2.8441 0.4631 0.6592
N2 -1.4908 0.7322 0.2612
H1 -1.7344 -1.7128 -0.4722
H2 -3.0441 -2.2533 -1.2881
H3 -4.0739 -1.3913 0.7199
H4 -4.9413 0.8705 -0.0533
H5 -3.6248 0.8020 -1.3722
H6 -3.1048 0.7616 1.6784
H7 -1.2223 1.6601 0.5699
H8 -0.9260 0.0965 0.8053
C4 1.9652 2.5196 -0.0180
C5 2.3761 1.5131 -0.7507
C6 1.7941 0.1202 -0.6441
N3 2.8140 -0.8903 -0.6198
C7 3.5584 -0.8698 0.6208
C8 2.6559 -2.0119 0.3006
H9 2.3595 3.5237 -0.1827
H10 1.2258 2.3625 0.7680
H11 3.1999 1.6128 -1.4717
H12 1.1777 0.0992 0.2916
H13 1.1040 -0.1144 -1.4834
H14 4.6394 -1.0095 0.4908
H15 3.2325 -0.1915 1.4420
H16 3.1005 -2.9691 0.0047
H17 1.7351 -2.0629 0.8831

---

[3]
# C20H44FeNOP3S

C20H44FeNOP3S as an isolated structure at a distorted geometry (ωB97M-V with the def2-TZVPD basis set, the Open Molecules 2025 dataset).

Calculated values
Lowest unoccupied orbital energy (alpha / beta), eV: -11.382 / -12.016
Relative energy (zero: lowest compared OMol25 entry of this formula, charge and spin), eV: 0.000
Spin multiplicity: 6
Charge: +3

Atoms and positions in Å:
Fe1 0.3207 0.4399 0.5888
P1 1.6768 0.8479 2.4939
P2 2.1661 -0.5113 -0.6405
P3 -1.7720 0.7499 1.8754
H1 -3.3684 -6.6969 -4.6374
C1 -4.2169 -5.9995 -4.5466
C2 -4.4449 -5.0531 -5.4830
H2 -3.7843 -4.9476 -6.3591
C3 1.8385 -0.6496 3.5352
C4 3.4050 1.4143 2.3003
C5 1.0824 2.1466 3.6432
C6 1.7517 -0.9635 -2.3773
C7 3.7556 0.3677 -0.9107
C8 2.6319 -2.1152 0.1343
C9 -3.3162 0.4150 0.9328
C10 -2.1290 2.4387 2.5212
C11 -1.8279 -0.4183 3.2974
H3 -4.8973 -6.1341 -3.6907
H4 -5.3226 -4.3890 -5.4261
H5 2.4277 -0.3733 4.4199
H6 2.3575 -1.4429 2.9832
H7 0.8509 -1.0104 3.8479
H8 3.7840 1.6925 3.2933
H9 3.4545 2.3047 1.6595
H10 4.0387 0.6249 1.8813
H11 1.8669 2.3146 4.3949
H12 0.1525 1.8632 4.1513
H13 0.9298 3.0794 3.0818
H14 2.6613 -1.2219 -2.9372
H15 1.2718 -0.0967 -2.8543
H16 1.0432 -1.8023 -2.4080
H17 4.5994 -0.3241 -0.7754
H18 3.8702 1.2039 -0.2116
H19 3.7688 0.7680 -1.9348
H20 3.1759 -2.7072 -0.6160
H21 1.7209 -2.6527 0.4361
H22 3.2668 -1.9442 1.0169
H23 -4.2027 0.5802 1.5622
H24 -3.3399 -0.6069 0.5338
H25 -3.3448 1.1024 0.0759
H26 -2.9275 2.4135 3.2806
H27 -2.4518 3.0615 1.6726
H28 -1.2239 2.8858 2.9503
H29 -2.8668 -0.5160 3.6433
H30 -1.1947 -0.0795 4.1288
H31 -1.4691 -1.3996 2.9533
C12 -1.4365 -1.5832 -1.4750
C13 -1.4511 -2.5500 -0.4496
C14 -1.7845 -3.8677 -0.7283
C15 -2.1366 -4.2514 -2.0253
C16 -2.1772 -3.2860 -3.0481
C17 -1.8595 -1.9654 -2.7698
S1 -0.9684 0.0672 -1.2468
H32 0.1221 -1.0034 0.8864
H33 -1.2091 -2.2417 0.5663
H34 -1.7787 -4.5956 0.0852
H35 -2.3973 -5.2849 -2.2331
H36 -2.4690 -3.5862 -4.0500
H37 -1.9381 -1.2046 -3.5458
C18 0.0116 5.1728 -0.6115
N1 1.3542 4.5850 -0.5508
C19 2.5222 5.3983 -0.8740
C20 1.4620 3.2909 -0.3022
O1 0.4363 2.5795 -0.1379
H38 0.1434 6.2212 -0.8955
H39 -0.4841 5.1320 0.3746
H40 -0.6170 4.6671 -1.3652
H41 3.2098 5.4092 -0.0115
H42 3.0389 4.9650 -1.7490
H43 2.1568 6.4071 -1.0960
H44 2.4810 2.8660 -0.2273

---

[4]
# C22H45HfN4O5S

C22H45HfN4O5S as an isolated structure (ωB97M-V with the def2-TZVPD basis set, the Open Molecules 2025 dataset).

Calculated values
Lowest unoccupied orbital energy, eV: -8.434
Relative energy (zero: lowest compared OMol25 entry of this formula, charge and spin), eV: 0.000
Spin multiplicity: 1
Charge: +3

Atoms and positions in Å:
Hf1 -1.6116 0.4695 -0.9178
C1 0.2366 -1.2440 4.0406
C2 -0.2905 -2.2675 3.0400
C3 0.8234 -3.2070 2.5259
C4 2.0639 -2.6771 1.7592
C5 2.6553 -3.8097 0.9309
C6 3.1292 -2.0553 2.6515
N1 1.5445 -1.5958 0.7915
C7 2.5185 -0.8675 -0.0694
C8 1.9273 -0.2998 -1.3680
N2 0.8831 0.7989 -1.4704
C9 0.7435 0.9171 -2.9702
C10 -0.4524 1.7656 -3.3457
O1 -0.4532 2.6429 -4.1340
O2 -1.5601 1.3538 -2.6407
C11 1.3649 2.1789 -0.9742
C12 2.5512 2.1668 -0.0199
C13 0.2019 3.0553 -0.4758
C14 -0.4878 2.8215 0.8917
C15 -1.7884 3.6232 0.8671
C16 0.3247 3.2977 2.0952
N3 -0.7705 1.3121 1.0010
C17 -1.4216 0.9025 2.2971
C18 -1.9761 -0.5298 2.3123
N4 -1.0354 -1.6063 1.9205
C19 -1.7513 -2.5888 1.0656
C20 -1.8431 -1.8926 -0.2645
O3 -2.8942 -1.3880 -0.7192
O4 -0.7381 -1.4737 -0.8083
H1 0.8328 -1.7585 4.7937
H2 -0.5682 -0.7412 4.5734
H3 0.8743 -0.4822 3.5829
H4 -0.9849 -2.9198 3.5860
H5 0.3808 -4.0033 1.9247
H6 1.2133 -3.7212 3.4065
H7 2.8388 -4.6607 1.5871
H8 3.6134 -3.5431 0.4848
H9 1.9736 -4.1462 0.1452
H10 3.4750 -2.8139 3.3533
H11 2.7752 -1.2064 3.2345
H12 3.9990 -1.7457 2.0715
H13 1.0130 -0.9505 1.3737
H14 0.8235 -1.9969 0.1853
H15 3.2517 -1.5975 -0.4111
H16 3.0426 -0.1468 0.5433
H17 1.5078 -1.1428 -1.9161
H18 2.7982 0.0307 -1.9404
H19 0.5643 -0.0730 -3.3959
H20 1.6490 1.3259 -3.4158
H21 1.7238 2.6974 -1.8664
H22 2.3616 1.6737 0.9329
H23 2.7981 3.2051 0.2034
H24 3.4370 1.7309 -0.4788
H25 -0.5750 3.0811 -1.2497
H26 0.5751 4.0808 -0.4604
H27 -1.5269 4.6754 0.7543
H28 -2.3534 3.5390 1.7942
H29 -2.4307 3.3612 0.0269
H30 0.6576 4.3198 1.9160
H31 1.2074 2.6935 2.3005
H32 -0.2861 3.3194 2.9975
H33 0.1625 0.8993 1.0160
H34 -2.2621 1.5714 2.4703
H35 -0.7081 1.0636 3.0995
H36 -2.8251 -0.5584 1.6219
H37 -2.4189 -0.7067 3.2973
H38 -2.7441 -2.8455 1.4394
H39 -1.1747 -3.5039 0.9535
C21 -6.0509 1.5279 -0.0919
S1 -4.7149 1.9448 -1.1734
C22 -5.0963 0.9466 -2.5915
O5 -3.4940 1.1791 -0.5094
H40 -6.9560 1.9460 -0.5379
H41 -5.8679 2.0085 0.8670
H42 -6.1224 0.4454 0.0001
H43 -6.0189 1.3212 -3.0375
H44 -5.2109 -0.0877 -2.2685
H45 -4.2816 1.0687 -3.3038

---

[5]
# C2H6N4O

One molecule with the formula C2H6N4O at a distorted geometry (ωB97M-V with the def2-TZVPD basis set, the Open Molecules 2025 dataset).

Calculated values
Lowest unoccupied orbital energy, eV: 0.776
Relative energy (zero: lowest compared OMol25 entry of this formula, charge and spin), eV: 2.182
Spin multiplicity: 1
SMILES: [H]/N=C(/NN)NC=O

Atoms and positions in Å:
H1 0.7565 0.4223 2.5600
N1 -0.0490 0.8934 2.0293
C1 -0.0072 0.4404 0.8658
N2 -0.7579 1.0675 -0.0763
N3 -1.6202 0.3520 -0.9301
N4 0.8740 -0.6337 0.4657
C2 1.1213 -0.9002 -0.9610
O1 1.8390 -1.7992 -1.3077
H2 -1.2182 1.8992 0.3171
H3 -1.1489 0.1816 -1.8467
H4 -1.8781 -0.5529 -0.5842
H5 1.4013 -1.2441 1.1610
H6 0.6875 -0.1262 -1.6930

---

[6]
# C4H14N2O

A 2-piece molecular cluster, C4H14N2O overall at a distorted geometry (ωB97M-V with the def2-TZVPD basis set, the Open Molecules 2025 dataset).

Calculated values
Lowest unoccupied orbital energy, eV: 0.835
Relative energy (zero: lowest compared OMol25 entry of this formula, charge and spin), eV: 1.681
Spin multiplicity: 1
SMILES: NCCCCN.O

Atoms and positions in Å:
N1 1.6763 -2.1965 -0.8887
C1 1.0013 -0.9345 -0.9657
C2 1.2369 0.0062 0.2358
C3 0.4460 1.3409 0.2640
C4 -0.9394 1.2323 -0.3987
N2 -1.6858 2.4607 -0.5860
H1 2.6497 -2.3176 -0.6828
H2 1.0336 -2.9387 -0.8334
H3 1.3136 -0.3023 -1.8157
H4 -0.0620 -1.1522 -0.9801
H5 1.0570 -0.5544 1.1668
H6 2.3135 0.1882 0.3427
H7 1.0124 2.0689 -0.3245
H8 0.4495 1.5782 1.3235
H9 -0.8908 0.7166 -1.3525
H10 -1.4875 0.5690 0.2862
H11 -1.4780 3.1639 0.1154
H12 -1.5194 2.8756 -1.4793
O1 -2.1342 -2.1953 2.3812
H13 -2.7676 -1.5505 2.1408
H14 -1.2251 -2.0585 2.0507

---

[7]
# C4H11NO

A 2-piece molecular cluster, C4H11NO overall at a distorted geometry (ωB97M-V with the def2-TZVPD basis set, the Open Molecules 2025 dataset).

Calculated values
Lowest unoccupied orbital energy, eV: 0.828
Relative energy (zero: lowest compared OMol25 entry of this formula, charge and spin), eV: 3.140
Spin multiplicity: 1
SMILES: C=CO.CCN

Atoms and positions in Å:
C1 0.4886 0.1437 2.4167
C2 -0.6852 -0.5087 2.0961
O1 -1.6359 0.3491 1.5646
H1 1.5081 -0.3462 2.7994
H2 0.7180 1.1399 2.4708
H3 -0.9262 -1.4920 2.5535
H4 -2.4414 0.2364 2.0942
C3 0.4399 1.1684 -2.3312
C4 0.1020 -0.1901 -1.9381
N1 1.1365 -1.1492 -1.4518
H5 1.2234 1.5704 -1.6400
H6 -0.4440 1.8013 -2.1701
H7 0.8415 1.2452 -3.3568
H8 -0.5015 -0.6409 -2.6550
H9 -0.5277 -0.0498 -1.0243
H10 1.7795 -0.7571 -0.7384
H11 1.8303 -1.1349 -2.1488

---

Repeat the second record exactly.
# C8H17N3

A 2-piece molecular cluster, C8H17N3 overall at a distorted geometry (ωB97M-V with the def2-TZVPD basis set, the Open Molecules 2025 dataset).

Calculated values
Lowest unoccupied orbital energy, eV: 0.815
Relative energy (zero: lowest compared OMol25 entry of this formula, charge and spin), eV: 2.078
Spin multiplicity: 1
SMILES: N[C@@H]1C[C@@H]1N.C=CCN1CC1

Atoms and positions in Å:
N1 -2.5930 -1.4317 -0.8949
C1 -3.4164 -0.7861 0.1032
C2 -3.9224 0.5575 -0.3477
C3 -2.8441 0.4631 0.6592
N2 -1.4908 0.7322 0.2612
H1 -1.7344 -1.7128 -0.4722
H2 -3.0441 -2.2533 -1.2881
H3 -4.0739 -1.3913 0.7199
H4 -4.9413 0.8705 -0.0533
H5 -3.6248 0.8020 -1.3722
H6 -3.1048 0.7616 1.6784
H7 -1.2223 1.6601 0.5699
H8 -0.9260 0.0965 0.8053
C4 1.9652 2.5196 -0.0180
C5 2.3761 1.5131 -0.7507
C6 1.7941 0.1202 -0.6441
N3 2.8140 -0.8903 -0.6198
C7 3.5584 -0.8698 0.6208
C8 2.6559 -2.0119 0.3006
H9 2.3595 3.5237 -0.1827
H10 1.2258 2.3625 0.7680
H11 3.1999 1.6128 -1.4717
H12 1.1777 0.0992 0.2916
H13 1.1040 -0.1144 -1.4834
H14 4.6394 -1.0095 0.4908
H15 3.2325 -0.1915 1.4420
H16 3.1005 -2.9691 0.0047
H17 1.7351 -2.0629 0.8831

---

Among the records above, which one has the highest relative energy (zero: lowest compared OMol25 entry of this formula, charge and spin)? C4H11NO

---

spin multiplicity of number 2 (C8H17N3)? 1

---

Which value of spin multiplicity does entry 2 give? 1